Below is an isolated molecule of C4H12N2O at a distorted geometry, with properties calculated with ωB97M-V/def2-TZVPD.

## Properties
Net charge: 0
Lowest unoccupied orbital energy, eV: 0.89
ΔE to the lowest compared entry with this formula, charge and spin, kJ/mol: 154.0
Calculated total energy, eV: -9369.598
HOMO energy, hartree: -0.3222
SMILES: NC[C@H](N)CCO
Spin multiplicity: 1

Geometry (Å):
H -0.34 1.54 3.16
N 0.12 0.72 2.84
H 0.62 1.43 -1.09
H 1.42 -0.09 -0.93
H -1.45 -0.34 -1.80
H 0.55 1.93 1.24
C -0.22 0.16 0.42
C 0.42 0.36 -0.98
H -0.84 -1.86 0.07
H 1.69 0.72 1.36
O 0.01 -1.55 -2.48
H -0.22 -0.22 2.97
H -0.46 -1.71 -3.29
C -0.41 -0.23 -2.08
H -1.20 0.67 0.40
N -0.43 -1.23 0.74
C 0.60 0.87 1.49
H -0.37 0.44 -2.95
H 0.50 -1.62 0.92

Charges per atom according to Löwdin partitioning, unit e: 0.05 0.01 0.11 0.12 0.11 0.11 -0.43 -0.16 0.07 0.11 -0.07 0.05 0.06 -0.26 0.14 0.04 -0.28 0.11 0.09



Below is an isolated molecule of C4H12N2O at a distorted geometry, with properties calculated with ωB97M-V/def2-TZVPD.

## Properties
Net charge: 0
Lowest unoccupied orbital energy, eV: 0.94
ΔE to the lowest compared entry with this formula, charge and spin, kJ/mol: 268.9
Calculated total energy, eV: -9368.407
HOMO energy, hartree: -0.3235
SMILES: NCC[C@@H](N)CO
Spin multiplicity: 1

Geometry (Å):
H 1.82 0.07 1.18
C -1.99 -0.59 -0.28
H -0.14 1.37 -0.84
H -2.60 -0.92 0.52
O -2.53 -1.22 -1.45
H 0.09 -0.69 1.98
H -0.36 1.34 0.88
C 1.66 0.77 0.28
N 2.38 0.43 -0.98
H -2.04 -0.73 -2.21
H -1.16 -1.57 1.67
H 1.76 1.85 0.71
C -0.47 -0.60 0.03
C 0.17 0.81 0.06
H 2.55 1.39 -1.29
H 0.21 -1.06 -0.60
N -0.34 -1.24 1.30
H 3.29 0.15 -0.74
H -2.31 0.43 -0.24

Charges per atom according to Löwdin partitioning, unit e: 0.12 -0.22 0.12 0.10 -0.08 0.05 0.12 -0.30 0.02 0.14 0.03 0.13 -0.38 -0.21 0.07 0.10 0.05 0.04 0.11